Entry 1:
88
Properties=species:S:1:pos:R:3:forces:R:3 method="wB97M-V/def2-TZVPD" charge=0 e_lumo_ev=-0.41 homo_lumo_gap_ev=8.98 homo_ha=-0.3450
C 0.36299 0.00887 6.72800 -0.400 -0.282 -0.174
C -0.49239 -0.92455 6.24416 0.712 0.389 -0.623
C -0.21799 -2.39564 6.24132 -0.715 -1.246 -0.681
O -1.06581 -3.10886 6.75108 1.291 1.081 -0.519
O 0.91974 -2.94168 5.74410 -0.368 0.283 0.182
C 1.51840 -2.23153 4.65355 -0.099 0.195 -0.046
C 0.60352 -2.10790 3.42608 0.247 -0.183 -0.208
C 1.21326 -2.73642 2.15496 0.039 0.881 0.209
C 1.94471 -1.69288 1.28129 0.443 -0.893 -0.112
C 1.84589 -2.03243 -0.20839 -0.323 0.379 0.107
C 0.52925 -1.54479 -0.86380 0.982 -0.679 0.231
C 0.55544 -0.02992 -1.11956 0.160 0.361 0.524
C -0.63753 0.75485 -0.53660 -0.109 0.589 0.533
C -1.22043 0.16273 0.75617 -0.471 -0.961 -0.218
C -2.41311 -0.78413 0.50732 0.044 0.588 0.654
F -2.42112 -1.32285 -0.76503 -0.021 -0.229 -0.160
C -0.31737 2.23227 -0.17394 -0.275 -0.479 0.363
C 0.52752 2.40867 1.10743 -0.260 0.495 0.366
C -0.24701 3.08968 2.26943 0.379 0.005 -0.418
C -0.03581 4.61104 2.28500 0.208 -0.682 -0.169
C -0.53080 5.30298 1.01722 -0.161 0.059 0.274
C -0.88463 6.80657 1.16525 -0.171 -0.460 -0.355
N -1.43980 7.23536 2.43537 0.244 0.386 -0.345
O 0.13955 3.02425 -1.28496 0.503 -0.870 -0.424
S 1.74254 2.81103 -1.63121 0.417 0.716 0.413
O 2.01577 3.92194 -2.50385 0.095 0.065 -0.153
O 1.86570 1.52369 -2.61325 -0.685 0.117 0.680
C 0.93571 0.39313 -2.57303 -0.212 -0.296 -1.032
C -0.26515 0.84539 -3.43345 0.074 0.614 0.088
C 0.11183 1.65634 -4.65979 -0.777 -0.625 -1.795
O -0.35441 1.40568 -5.76586 0.534 0.258 1.344
C 1.74916 -0.67581 -3.34817 0.028 -0.306 -0.511
C 1.06699 -1.41057 -4.50993 -0.016 -0.852 0.120
C -0.07592 -2.39115 -4.17807 0.064 0.285 -0.191
C 0.35989 -3.84071 -3.92227 -0.717 0.192 -0.350
N -0.57230 -4.78535 -4.58248 -0.263 0.174 -0.134
C -1.66692 -5.16066 -3.76802 -0.109 -1.343 0.809
C -2.91070 -4.31676 -3.77849 0.083 0.429 0.107
O -1.64039 -6.17840 -3.08828 0.043 0.744 -0.863
H 0.01965 0.68786 7.49976 -0.361 1.099 -1.011
H 1.37152 0.13458 6.35573 0.664 -0.985 1.232
H -1.44731 -0.62851 5.82775 -0.924 -0.391 1.615
H 1.83890 -1.24943 4.98837 0.031 0.087 0.073
H 2.42069 -2.77770 4.40035 0.028 -0.238 0.106
H -0.37620 -2.54816 3.60613 0.011 -0.111 0.319
H 0.44149 -1.04209 3.27122 -0.201 0.072 -0.173
H 1.95465 -3.46686 2.46916 -0.076 -0.322 -0.103
H 0.46981 -3.26931 1.56551 -0.204 0.056 0.004
H 1.62169 -0.67573 1.49196 -0.166 0.095 -0.033
H 2.99786 -1.73849 1.56109 0.115 0.237 0.039
H 1.88460 -3.11639 -0.31799 0.200 -0.110 -0.012
H 2.70623 -1.61014 -0.72483 0.060 -0.016 -0.151
H 0.43814 -2.14672 -1.75866 -0.392 0.247 -0.197
H -0.25548 -1.88120 -0.19556 -0.292 0.227 -0.118
H 1.40329 0.29913 -0.50681 0.149 0.132 -0.094
H -1.47577 0.78785 -1.22645 0.076 -0.055 -0.263
H -0.48457 -0.38381 1.33761 0.274 0.108 -0.037
H -1.62008 0.92575 1.41746 0.115 0.264 -0.003
H -3.34850 -0.24350 0.64601 -0.120 0.041 -0.244
H -2.40101 -1.57650 1.25440 -0.013 -0.336 -0.186
H -1.29854 2.63151 0.06650 -0.068 0.395 -0.245
H 0.95355 1.46858 1.44807 -0.060 -0.212 -0.068
H 1.38104 3.06232 0.94831 0.138 -0.062 -0.347
H -1.31739 2.89043 2.20601 -0.084 -0.171 0.070
H 0.13589 2.65897 3.19349 -0.165 0.063 0.236
H -0.50061 4.99246 3.18998 -0.046 0.206 0.033
H 1.04544 4.74482 2.35609 0.068 0.342 0.278
H 0.22971 5.16569 0.25172 -0.019 0.164 -0.241
H -1.41651 4.79442 0.63095 -0.150 -0.108 0.147
H -1.64746 7.01241 0.41651 0.029 0.138 -0.164
H -0.03053 7.41587 0.87952 0.137 0.163 0.317
H -2.31696 6.77619 2.62466 0.007 -0.105 0.228
H -0.78694 7.10775 3.19158 -0.127 -0.084 0.202
H -0.92928 0.03351 -3.70616 0.094 -0.170 -0.178
H -0.88943 1.55516 -2.88940 0.117 0.071 0.198
H 0.76858 2.53310 -4.55847 -0.011 -0.103 0.326
H 2.19279 -1.42154 -2.69474 -0.106 0.020 0.226
H 2.61297 -0.19502 -3.80150 -0.014 0.395 0.096
H 0.74026 -0.76756 -5.31903 -0.033 0.419 0.186
H 1.85338 -2.01809 -4.96456 0.123 0.034 -0.073
H -0.68874 -2.00697 -3.36431 -0.054 -0.089 0.142
H -0.74368 -2.42174 -5.03564 0.005 -0.043 -0.171
H 0.39688 -4.07684 -2.85592 0.326 0.035 0.090
H 1.33268 -4.01622 -4.37151 0.152 0.000 0.087
H -0.09311 -5.61253 -4.90687 0.119 -0.201 0.409
H -3.60380 -4.68423 -4.53272 0.119 -0.159 -0.207
H -3.41107 -4.41554 -2.82239 -0.012 0.020 0.155
H -2.72704 -3.26901 -4.00170 0.103 0.041 -0.016

Entry 2:
17
Properties=species:S:1:pos:R:3:forces:R:3 method="wB97M-V/def2-TZVPD" charge=+1 e_lumo_ev="-3.17 / -6.29" homo_lumo_gap_ev="8.13 / 6.42" multiplicity=3 homo_ha="-0.4153 / -0.4673"
C 1.40858 -0.63280 -1.05453 2.031 -0.133 -0.900
C 0.58288 -1.67214 -1.33466 -1.702 0.598 -1.105
C 0.88957 1.05820 0.64985 1.027 0.906 0.690
C -0.13555 0.20670 1.40003 0.769 0.074 -0.399
C -1.23950 0.20537 -0.84068 -0.449 0.165 -0.568
N 1.09820 0.58557 -0.66460 -1.759 -0.674 -0.051
N -1.40720 0.31955 0.62692 -0.575 -0.403 -0.090
S -1.11118 -1.32759 -1.59228 0.269 -0.191 0.943
H 2.42977 -0.76376 -1.41638 0.478 -0.223 0.750
H 0.90697 -2.59840 -1.77666 0.324 -0.179 0.224
H 0.55726 2.10101 0.58690 0.028 -0.130 0.128
H 1.83870 1.04037 1.19781 -0.129 0.063 0.319
H 0.18914 -0.83612 1.39997 -0.233 0.075 0.016
H -0.28572 0.54785 2.42426 -0.027 0.023 -0.093
H -1.82703 0.92806 -1.38194 -0.055 0.120 0.062
H -2.06474 -0.39690 0.95757 -0.038 0.147 0.120
H -1.83016 1.23503 0.81843 0.039 -0.238 -0.046

Entry 3:
24
Properties=species:S:1:pos:R:3:forces:R:3 method="wB97M-V/def2-TZVPD" charge=0 smiles=Cc1ccc(O)cc1.CC e_lumo_ev=0.73 homo_lumo_gap_ev=9.07 homo_ha=-0.3064
C 1.51072 2.27295 -2.14097 -1.172 2.803 -5.087
C -0.05553 -1.47331 -1.09382 -1.290 -1.856 -1.453
C 0.94499 -0.87630 -0.37938 -0.251 -1.091 0.636
C -0.61851 -0.92110 -2.27936 -1.094 -0.226 1.264
C 1.35191 0.34059 -0.90622 -0.851 -1.184 0.594
C -0.16890 0.25933 -2.74408 1.025 3.544 -0.358
C 0.84139 0.94268 -2.03583 1.390 -0.406 1.547
O -0.59113 -2.73617 -0.86221 0.127 -0.080 1.405
H -0.47791 -3.07075 0.06104 0.141 0.741 -1.075
H 1.32108 -1.38095 0.57194 -0.341 1.044 -1.429
H -1.62604 -1.20917 -2.60073 0.754 -0.737 -0.100
H 1.97727 0.89281 -0.29374 1.556 1.023 0.847
H -0.63628 0.90851 -3.50502 -0.091 -1.072 0.030
H 1.59321 2.77426 -3.21861 -0.539 -1.418 1.680
H 2.47675 2.46626 -1.83617 2.829 -1.551 0.642
H 1.21315 3.14671 -1.61455 -2.208 0.476 0.896
C -1.70350 -0.01032 2.71946 -1.283 -6.482 -1.077
C -0.55684 -0.44876 3.61405 2.040 1.287 -1.884
H -1.69703 -0.72846 1.80462 0.415 1.591 0.820
H -2.74259 -0.28596 2.98092 0.510 0.218 1.029
H -1.76477 0.92658 2.39816 0.354 4.026 -1.213
H -0.81622 -0.73602 4.58407 -0.374 0.659 1.943
H -0.07765 -1.37857 3.30640 -0.168 -0.081 -0.709
H 0.30246 0.32516 3.47002 -1.478 -1.228 1.052

Entry 4:
43
Properties=species:S:1:pos:R:3:forces:R:3 method="wB97M-V/def2-TZVPD" charge=0 smiles=Cc1cccc(OC[C@H](O)CNC(C)(C)C)c1C e_lumo_ev=0.63 homo_lumo_gap_ev=7.97 homo_ha=-0.2696
C 5.00584 1.22787 -1.48980 0.672 1.958 -3.683
C 3.51845 1.36346 -1.99116 9.332 1.454 -3.811
C 3.36430 1.66761 -3.27727 1.203 2.539 -6.786
C 2.07548 2.01438 -3.85055 1.863 -0.894 0.277
C 0.89667 1.85994 -3.17812 13.706 -5.182 6.204
C 1.23818 1.58577 -1.72565 1.104 -0.252 -2.685
C 2.55120 1.49235 -1.20371 -6.782 -2.870 5.234
C 2.77709 0.78273 0.13692 0.977 3.683 1.437
H 3.17755 -0.20972 0.20927 0.328 -0.387 -0.624
H 3.43499 1.53079 0.68655 0.253 -1.288 -0.518
H 2.00666 0.87103 0.83961 -1.933 -0.323 0.485
O 0.36818 1.16144 -0.88409 -5.013 1.019 0.860
C -1.23853 1.51109 -1.34699 3.732 -4.202 12.027
C -1.98526 0.99266 -0.01419 -3.896 2.760 -10.635
O -1.94407 1.78757 0.92370 1.469 6.758 7.123
H -2.12702 1.46445 1.82325 -0.042 -0.520 -0.776
C -1.87940 -0.31592 0.28175 5.850 -8.393 0.053
N -2.65771 -0.68376 1.38490 -1.933 -2.401 1.918
H -3.61559 -0.96200 1.07321 0.848 0.890 0.188
C -2.32681 -1.95598 2.19839 -2.504 -2.561 -4.092
C -2.11143 -3.27118 1.10201 13.230 1.156 13.948
H -2.77727 -3.24291 0.56671 -12.317 -0.334 -10.450
H -1.96325 -4.16017 1.86988 -0.672 1.469 -2.140
H -1.10305 -2.97634 0.74689 -0.801 -0.745 -0.567
C -1.10867 -2.07256 2.95333 -2.096 7.736 2.879
H -1.10215 -2.72651 3.73094 0.973 -2.760 1.194
H -0.41702 -1.54829 2.39496 2.946 -0.463 -0.828
H -1.29308 -1.06315 3.74179 0.576 -2.059 -1.460
C -3.59572 -2.16926 2.97312 2.972 -13.875 -6.654
H -3.52288 -3.09995 3.65621 0.456 1.477 -0.629
H -4.43628 -2.61634 2.34184 0.882 1.177 0.247
H -3.88428 -1.49981 3.45626 -4.411 10.859 7.481
H -0.71672 -0.50641 0.71937 -2.533 0.603 -1.422
H -1.91129 -1.00160 -0.67976 -0.186 1.151 1.729
H -3.08338 1.14468 -0.54404 1.023 -0.730 0.547
H -1.21515 0.84821 -1.97658 -0.956 -6.341 -7.456
H -1.27543 2.43508 -1.45975 -0.561 8.100 -1.393
H 0.11026 2.25028 -3.19130 -12.091 5.466 -2.048
H 2.02305 2.33917 -4.84892 0.304 0.473 -1.250
H 4.44428 1.96437 -3.99573 -3.701 -1.258 2.166
H 5.03377 0.32057 -1.01920 1.034 -2.342 1.169
H 5.92439 1.46409 -2.27085 -2.760 -1.545 1.037
H 5.34112 2.00230 -0.86319 -0.546 0.998 1.701

Entry 5:
19
Properties=species:S:1:pos:R:3:forces:R:3 method="wB97M-V/def2-TZVPD" charge=0 e_lumo_ev=0.60 homo_lumo_gap_ev=9.92 homo_ha=-0.3425
C 1.25469 -1.47420 1.16907 -0.463 0.169 0.992
N 2.44253 -4.11487 1.34210 -0.210 0.267 -0.121
C 2.57749 -3.20144 0.28911 0.233 0.052 0.100
N 2.11252 -2.03309 0.16159 -0.404 0.150 -0.332
H 1.27146 -1.99067 2.13884 -0.035 -0.077 -0.027
H 0.20678 -1.43615 0.85814 0.079 -0.325 -0.271
H 1.45756 -0.43269 1.43204 0.527 -0.019 -0.450
H 1.84556 -3.79730 2.09043 0.141 -0.010 0.087
H 3.33234 -4.44347 1.68895 -0.078 -0.232 -0.095
H 3.15323 -3.59482 -0.54653 0.211 0.024 0.117
H -1.37337 5.60029 -2.32917 0.133 -0.227 -0.024
H -2.41337 4.46205 -1.93717 0.359 0.094 0.276
O -2.10657 5.06194 -2.61991 -0.573 0.063 -0.732
H -0.97739 5.66405 -0.77440 0.210 0.248 0.487
H 0.30776 6.08189 0.01203 -0.272 -0.046 -0.169
O -0.37932 5.40842 -0.06560 0.142 -0.130 0.163
H -3.95065 -1.59053 -1.65561 0.117 0.297 0.363
H -4.37566 -1.94474 -0.16923 0.242 0.419 -0.083
O -4.38559 -2.22468 -1.08467 -0.357 -0.718 -0.279

Entry 6:
9
Properties=species:S:1:pos:R:3:forces:R:3 method="wB97M-V/def2-TZVPD" charge=0 smiles=C#C[C@H](O)C#N e_lumo_ev=0.57 homo_lumo_gap_ev=11.71 homo_ha=-0.4094
O -1.25591 0.97449 -0.67681 0.045 0.190 0.130
C -0.56257 -0.19829 -0.33440 0.079 -0.214 -0.009
C 0.90073 -0.02399 -0.28554 0.573 0.089 -0.009
C 2.09177 0.13861 -0.25448 -0.529 -0.085 -0.001
C -1.04711 -0.74984 0.95910 -0.361 -0.363 0.900
N -1.44566 -1.14976 1.96756 0.396 0.380 -0.990
H -1.02234 1.66057 -0.03589 -0.057 -0.043 -0.127
H -0.81035 -0.92586 -1.11474 0.050 0.061 0.112
H 3.15143 0.27408 -0.22480 -0.196 -0.015 -0.007